{"formula": "C48H108BrN7O7", "method": "ωB97M-V with the def2-TZVPD basis set", "species": ["C", "C", "C", "C", "C", "C", "N", "O", "C", "C", "C", "H", "H", "H", "H", "H", "H", "H", "H", "H", "H", "H", "H", "H", "H", "H", "H", "H", "H", "C", "C", "C", "C", "C", "C", "N", "O", "C", "C", "C", "H", "H", "H", "H", "H", "H", "H", "H", "H", "H", "H", "H", "H", "H", "H", "H", "H", "H", "C", "C", "C", "C", "C", "C", "N", "O", "C", "C", "C", "H", "H", "H", "H", "H", "H", "H", "H", "H", "H", "H", "H", "H", "H", "H", "H", "H", "H", "C", "C", "C", "C", "C", "C", "N", "O", "C", "C", "C", "H", "H", "H", "H", "H", "H", "H", "H", "H", "H", "H", "H", "H", "H", "H", "H", "H", "H", "C", "C", "C", "O", "C", "N", "H", "H", "H", "H", "H", "H", "H", "H", "H", "H", "H", "H", "C", "C", "C", "O", "C", "N", "H", "H", "H", "H", "H", "H", "H", "H", "H", "H", "H", "H", "C", "C", "C", "O", "C", "N", "H", "H", "H", "H", "H", "H", "H", "H", "H", "H", "H", "H", "Br"], "positions_angstrom": [[-21.20156, 4.13728, -16.36908], [-20.33671, 5.12988, -17.12825], [-18.99611, 4.50021, -17.70222], [-19.18586, 3.26167, -18.59254], [-19.90151, 3.75566, -19.82138], [-21.26989, 4.47962, -19.68892], [-21.30261, 5.36722, -18.35646], [-22.15542, 6.16620, -18.24854], [-22.42495, 3.51674, -19.50051], [-21.49062, 5.37639, -20.92602], [-20.04612, 6.37239, -16.41246], [-21.27815, 3.16090, -16.82239], [-22.20588, 4.47851, -16.14242], [-20.63970, 4.03208, -15.43844], [-18.65182, 4.17627, -16.72191], [-18.24282, 5.18088, -18.12689], [-19.73132, 2.48442, -18.06068], [-18.19065, 2.86703, -18.85451], [-20.27113, 2.97961, -20.49683], [-19.23272, 4.46275, -20.33695], [-22.38798, 2.86538, -20.39116], [-23.38014, 4.03944, -19.41215], [-22.21541, 2.86883, -18.65597], [-20.54954, 5.83703, -21.22850], [-22.25654, 6.14613, -20.82903], [-21.77225, 4.66337, -21.70546], [-19.31548, 7.02145, -16.88695], [-19.56764, 5.97260, -15.51606], [-20.90110, 6.94252, -16.07511], [-21.08839, -0.62470, -23.26450], [-19.72314, -0.24007, -23.71796], [-18.97020, -1.42302, -24.38544], [-17.61627, -1.12982, -24.95024], [-17.85267, -0.08770, -26.14794], [-18.59043, 1.19114, -25.83513], [-19.76777, 0.89549, -24.81241], [-20.70267, 1.65211, -24.80189], [-19.10933, 1.80152, -27.08902], [-17.71246, 2.14803, -24.98357], [-18.90321, 0.31211, -22.53009], [-21.67157, -0.77979, -24.18260], [-21.54614, 0.13078, -22.62618], [-21.01159, -1.62865, -22.82694], [-19.64100, -1.86849, -25.12638], [-18.85395, -2.08005, -23.51521], [-17.18955, -2.08462, -25.27745], [-16.96721, -0.68814, -24.19034], [-18.34749, -0.60829, -26.98483], [-16.84974, 0.24300, -26.43183], [-19.87176, 1.15633, -27.53189], [-18.21041, 1.72693, -27.71421], [-19.39029, 2.84799, -27.06951], [-17.03977, 2.64619, -25.69016], [-17.14496, 1.64320, -24.20196], [-18.34804, 2.92026, -24.55666], [-17.83144, 0.24408, -22.68286], [-19.20999, -0.46780, -21.82660], [-19.18279, 1.26722, -22.08005], [-27.17227, 4.74165, -23.90060], [-25.82141, 4.18136, -24.32754], [-25.23947, 3.25496, -23.20497], [-24.17136, 2.27571, -23.61720], [-24.69337, 1.41391, -24.72675], [-25.11117, 2.15688, -26.00365], [-25.88583, 3.43346, -25.65744], [-26.62333, 3.88494, -26.52341], [-25.85881, 1.25414, -26.91976], [-23.87874, 2.76579, -26.66698], [-24.90623, 5.33727, -24.69068], [-27.78335, 3.90891, -23.56186], [-27.69365, 5.29087, -24.67961], [-26.95709, 5.37993, -23.05487], [-26.00147, 2.69204, -22.65406], [-24.79540, 3.99416, -22.54395], [-23.89506, 1.71397, -22.72075], [-23.25367, 2.77505, -23.93894], [-25.62006, 0.95990, -24.35909], [-24.00839, 0.62917, -25.07252], [-25.97189, 1.66069, -27.92350], [-26.86845, 1.02962, -26.57636], [-25.25484, 0.36646, -27.11885], [-23.26690, 3.29240, -25.94038], [-24.14738, 3.48381, -27.43590], [-23.27249, 1.96360, -27.09011], [-24.73600, 5.92432, -23.79240], [-25.33195, 5.92965, -25.49305], [-23.99500, 4.83832, -24.99885], [-14.90135, 0.95307, -15.61910], [-14.33378, 0.31189, -16.89354], [-13.94115, -1.17910, -16.61557], [-15.02188, -2.16569, -16.58305], [-15.68333, -2.14158, -17.94608], [-16.47265, -0.81002, -18.23253], [-15.54166, 0.39215, -17.93560], [-15.75536, 1.43746, -18.44017], [-17.62093, -0.60502, -17.28463], [-16.86240, -0.76606, -19.68804], [-13.16788, 1.07506, -17.44952], [-15.83299, 0.46025, -15.37170], [-15.07213, 2.00577, -15.78333], [-14.19045, 0.73863, -14.81456], [-13.39255, -1.07800, -15.69522], [-13.18596, -1.43149, -17.36552], [-15.71405, -2.05323, -15.74722], [-14.57414, -3.16117, -16.48288], [-16.51743, -2.83274, -18.02684], [-14.94559, -2.38915, -18.72677], [-18.21693, -1.50307, -17.43300], [-18.29941, 0.20260, -17.54590], [-17.42456, -0.56953, -16.22550], [-17.50250, -1.64190, -19.69829], [-16.02070, -0.94552, -20.36017], [-17.43753, 0.09653, -20.02465], [-12.35781, 1.14901, -16.71507], [-13.47642, 2.10425, -17.65979], [-12.74357, 0.58253, -18.33241], [-18.99299, -6.19964, -26.51644], [-19.08005, -4.74965, -26.82295], [-18.66088, -4.36604, -28.18984], [-18.99595, -3.05353, -28.49813], [-18.20910, -2.43504, -29.51672], [-20.53573, -4.26605, -26.65678], [-20.64819, -3.22961, -26.88969], [-21.27068, -4.76040, -27.20318], [-20.75100, -4.38414, -25.66492], [-19.59036, -6.76005, -27.23445], [-19.30794, -6.36474, -25.48064], [-17.98792, -6.58887, -26.62441], [-18.61474, -4.09048, -26.08418], [-19.09026, -5.05002, -28.93513], [-17.56254, -4.44007, -28.25311], [-18.81776, -1.59149, -29.81451], [-17.98628, -3.04650, -30.39478], [-17.25519, -2.08874, -29.09543], [-13.93248, 0.23867, -23.35252], [-12.76777, 1.11375, -23.01225], [-12.61830, 2.31420, -23.93138], [-11.53086, 3.05754, -23.75846], [-10.46727, 2.95565, -24.73771], [-12.93495, 1.60912, -21.56324], [-12.96389, 0.84620, -20.87294], [-12.07374, 2.16138, -21.36306], [-13.74849, 2.23551, -21.45425], [-14.14513, -0.51291, -22.58491], [-13.69937, -0.28554, -24.28238], [-14.82467, 0.84732, -23.55383], [-11.84429, 0.53377, -23.02063], [-13.55789, 2.90567, -23.86538], [-12.58257, 1.83404, -24.91789], [-10.87348, 3.19825, -25.72074], [-10.05992, 1.95197, -24.82551], [-9.71847, 3.65925, -24.38315], [-23.85222, -2.56814, -20.71172], [-23.21735, -3.48431, -19.71371], [-23.69092, -4.93401, -19.85386], [-23.20290, -5.67843, -18.83922], [-24.12506, -6.90230, -18.56881], [-21.69200, -3.45159, -19.82301], [-21.37710, -3.83282, -20.73015], [-21.34473, -2.49518, -19.65517], [-21.40258, -4.11343, -19.06819], [-23.82947, -2.87492, -21.75642], [-23.32155, -1.61390, -20.66937], [-24.91331, -2.40155, -20.48918], [-23.41853, -3.14976, -18.69674], [-23.32321, -5.23033, -20.85960], [-24.79383, -4.96692, -19.90061], [-23.73193, -7.10992, -17.59829], [-23.95995, -7.65611, -19.34052], [-25.14590, -6.53033, -18.55549], [-21.93310, -0.87572, -27.31612]], "forces_ev_per_a": [[0.8, -0.2, 1.0], [-0.2, -0.9, -3.6], [-0.9, -0.8, 1.6], [-0.1, 0.7, 0.4], [-1.0, 0.5, -0.9], [0.4, 1.2, 1.0], [0.4, 0.5, -0.6], [0.2, -0.2, -0.2], [0.4, -0.5, -0.4], [0.4, -0.4, 0.4], [0.4, 0.6, 1.2], [0.1, -0.2, -0.2], [0.0, 0.4, 0.1], [-0.4, -0.3, 0.3], [0.9, -0.2, 0.0], [-0.7, 0.2, 0.2], [0.0, -0.1, 0.0], [-0.4, 0.1, 0.0], [0.9, -0.3, -0.3], [-0.2, -0.5, -0.1], [-0.4, 0.3, 0.2], [0.1, -0.3, 0.0], [-0.4, -0.1, 0.2], [-0.1, 0.2, 0.0], [-0.1, -0.2, 0.2], [-0.1, 0.3, -0.1], [-0.1, 0.0, -0.3], [0.1, 0.4, 0.3], [-0.3, 0.0, 0.0], [-0.7, -0.2, -1.3], [1.8, 1.3, -1.3], [-0.8, -0.1, 1.6], [-0.9, 1.5, -1.3], [1.1, -1.8, 0.7], [-0.1, -0.2, 2.1], [-2.0, 0.8, -0.2], [1.7, -1.4, 0.1], [0.4, -0.2, -0.7], [-0.3, 0.2, -0.6], [-0.4, -1.0, 0.2], [-0.4, 0.2, 0.2], [-0.1, -0.3, 0.1], [0.0, 0.4, 0.3], [0.1, 0.0, 0.0], [-0.1, -0.5, -0.3], [0.2, 0.5, -0.3], [0.1, -0.2, -0.1], [0.2, 0.1, 0.3], [-0.2, -0.1, -0.5], [-0.1, 0.2, 0.0], [-0.3, 0.2, -0.3], [-0.2, 0.0, 0.3], [0.0, -0.1, 0.2], [0.0, 0.0, -0.1], [0.1, 0.2, 0.1], [0.0, 0.2, 0.0], [0.6, 0.2, 0.5], [-0.2, 0.0, -0.5], [-0.1, -1.0, -0.3], [-0.2, -0.4, 0.2], [0.1, 1.0, -0.4], [0.7, 0.4, -0.2], [-1.0, -0.5, -0.1], [1.3, 0.9, 0.7], [-3.6, 0.2, -2.0], [2.2, -1.2, 2.5], [-0.7, 0.1, -1.3], [0.6, 0.1, -0.2], [0.6, -0.7, 0.3], [-0.4, 0.1, 0.1], [0.1, 0.1, 0.0], [-0.1, 0.3, 0.2], [-0.2, 0.4, -0.3], [-0.1, 0.0, 0.5], [-0.1, -0.3, -0.2], [0.0, 0.2, 0.0], [0.2, -0.5, 0.0], [-0.1, 0.1, 0.2], [-0.1, 0.4, 0.0], [0.1, -0.3, 0.2], [-0.1, -0.1, 0.5], [0.2, 0.0, 0.0], [0.0, -0.1, -0.3], [-0.1, -0.1, -0.1], [0.0, 0.2, -0.1], [0.1, 0.2, 0.0], [0.6, 0.8, -0.2], [-0.1, -0.5, -0.4], [-0.4, -1.3, 0.4], [1.2, 2.2, -0.5], [-0.6, -1.4, -0.3], [-1.2, 0.8, 0.0], [2.3, 0.7, 0.2], [1.1, -0.1, 0.6], [-0.1, -0.3, -0.1], [-1.4, -0.7, -0.2], [-0.4, -0.2, 0.1], [0.0, 0.8, -0.4], [-0.2, 0.1, 0.4], [0.0, 0.4, 0.3], [-0.1, 0.4, -0.1], [0.2, -0.3, 0.5], [-0.1, -0.3, 0.0], [0.0, 0.1, -0.1], [-0.1, 0.1, 0.2], [0.2, -0.7, 0.1], [-0.3, 0.3, 0.1], [-0.2, -0.2, 0.2], [0.3, 0.4, -0.2], [0.4, 0.1, 0.2], [-0.3, -0.2, -0.7], [0.0, 0.0, 0.1], [0.1, 0.1, 0.3], [-0.3, -0.2, 0.0], [0.3, -0.1, -0.1], [-0.1, 0.1, 0.1], [-0.1, -0.4, 0.3], [-1.1, 1.4, 0.2], [1.5, -0.2, -1.5], [-0.5, 0.3, 0.5], [0.0, 0.4, 0.2], [-0.6, 0.7, 0.0], [0.1, -0.8, -0.1], [0.7, 0.1, 0.2], [-0.4, 0.0, -0.3], [-0.2, -0.2, 0.2], [-0.1, -0.4, -0.2], [0.3, 0.1, 0.0], [0.5, -0.3, 0.0], [0.1, -0.1, 0.1], [-0.1, -0.5, 0.1], [0.1, 0.2, -0.3], [-0.3, -0.3, 0.2], [-0.1, -0.1, 0.0], [-0.5, -0.1, -0.5], [0.2, -0.2, 0.7], [-1.6, -1.4, -1.3], [1.6, 1.1, 1.2], [-0.4, 0.1, -0.1], [1.1, 0.5, 0.0], [-0.1, 0.3, -0.4], [-0.5, -0.1, 0.0], [0.4, -0.3, -0.1], [0.0, 0.1, -0.1], [-0.1, -0.1, 0.1], [0.0, -0.1, 0.2], [0.1, 0.1, 0.2], [0.3, 0.0, -0.1], [-0.4, 0.1, -0.2], [0.1, 0.4, 0.0], [0.1, -0.2, 0.4], [0.0, -0.1, -0.4], [0.0, 0.9, -0.3], [-1.0, -0.5, 0.1], [-0.1, 1.1, -1.4], [-0.7, -1.9, 0.7], [1.7, 1.9, -0.3], [-0.4, -0.8, 0.6], [-0.1, 0.3, 0.4], [0.0, -0.7, -0.1], [0.2, 0.4, -0.5], [0.2, -0.5, 0.0], [-0.3, 0.3, 0.0], [0.3, 0.0, 0.2], [0.1, 0.1, 0.1], [-0.2, -0.4, 0.0], [0.3, 0.4, -0.1], [-0.3, -1.0, 0.5], [0.1, 0.1, 0.3], [0.0, -0.1, 0.1], [0.6, -0.2, 0.9]], "lowdin_charge": [0.016, -0.432, -0.090, -0.179, -0.140, -0.409, 0.024, 0.256, -0.005, 0.012, 0.002, 0.068, 0.121, 0.120, 0.125, 0.144, 0.098, 0.105, 0.105, 0.131, 0.093, 0.116, 0.078, 0.096, 0.104, 0.090, 0.116, 0.121, 0.116, -0.037, -0.431, -0.157, -0.126, -0.091, -0.442, 0.048, 0.172, -0.011, 0.012, -0.014, 0.058, 0.090, 0.091, 0.094, 0.127, 0.124, 0.081, 0.120, 0.135, 0.038, 0.122, 0.108, 0.118, 0.057, 0.096, 0.061, 0.082, 0.091, 0.015, -0.432, -0.110, -0.209, -0.124, -0.446, 0.039, 0.247, 0.002, 0.006, 0.015, 0.102, 0.108, 0.108, 0.137, 0.115, 0.106, 0.093, 0.139, 0.108, 0.110, 0.114, 0.101, 0.062, 0.115, 0.068, 0.108, 0.118, 0.069, 0.031, -0.404, -0.130, -0.161, -0.099, -0.443, 0.030, 0.193, 0.009, -0.021, -0.013, 0.078, 0.101, 0.130, 0.141, 0.134, 0.134, 0.151, 0.128, 0.143, 0.107, 0.091, 0.092, 0.098, 0.095, 0.073, 0.134, 0.096, 0.084, -0.020, -0.338, -0.219, -0.229, -0.057, 0.202, 0.036, 0.191, 0.148, 0.111, 0.095, 0.110, 0.135, 0.160, 0.154, 0.095, 0.110, 0.091, -0.048, -0.307, -0.278, -0.154, -0.004, 0.225, 0.151, 0.188, 0.174, 0.083, 0.112, 0.071, 0.172, 0.149, 0.147, 0.105, 0.098, 0.112, -0.044, -0.320, -0.284, -0.187, 0.073, 0.216, 0.172, 0.162, 0.180, 0.095, 0.071, 0.116, 0.165, 0.143, 0.150, 0.092, 0.104, 0.095, -0.279], "e_above_lowest_ev": 0.000, "max_force_ev_per_a": 4.10, "spin_multiplicity": 1, "homo_lumo_gap_ev": 4.103, "homo_ha": -0.689, "total_charge": 6}